(1)
{
  "formula": "C7H14N2",
  "method": "the ωB97M-V functional and the def2-TZVPD basis",
  "species": ["C", "C", "C", "N", "C", "N", "H", "H", "H", "H", "H", "H", "C", "C", "C", "H", "H", "H", "H", "H", "H", "H", "H"],
  "coordinates": [[2.84585, 1.84504, 0.78581], [2.40188, 0.80001, -0.16957], [1.16564, 0.23448, -0.28169], [1.17784, -0.45367, -1.47789], [2.48408, -0.47848, -1.87582], [3.25499, 0.21591, -1.09040], [2.37560, 1.70635, 1.76967], [2.74913, 2.85229, 0.40064], [3.85231, 1.67928, 1.17429], [0.32407, 0.51787, 0.32242], [0.49815, -1.13049, -1.78096], [2.84369, -1.13283, -2.65529], [-2.63934, -0.42590, -0.81477], [-2.85566, -0.36304, 0.71933], [-1.59968, -0.86384, 1.48585], [-3.63119, -0.37991, -1.27213], [-2.23653, -1.40940, -1.03523], [-2.10810, 0.43481, -1.21249], [-3.31686, 0.53784, 1.09840], [-3.58340, -1.16698, 0.82652], [-1.86572, -1.80429, 1.96661], [-0.77751, -1.00860, 0.79589], [-1.35924, -0.20643, 2.32082]],
  "atomic_forces_ev_per_a": [[0.5, -0.8, 1.5], [0.4, -1.0, 0.3], [0.1, 1.7, -0.3], [0.2, -0.8, 0.5], [0.1, -0.6, 0.2], [-0.1, 1.0, -0.5], [-0.9, 0.5, -0.5], [-0.1, 0.2, 0.1], [0.5, 0.1, -0.9], [-0.3, -0.3, -0.4], [-0.1, 0.1, 0.0], [-0.2, 0.1, -0.2], [-1.2, 0.9, 0.8], [0.4, -1.7, -0.8], [-1.2, 0.4, 0.4], [0.1, -0.1, -0.2], [0.4, 0.1, -0.3], [0.6, -0.3, -0.1], [0.2, 0.4, -0.1], [-0.4, 0.2, 0.5], [0.3, -0.2, -0.1], [0.2, -0.1, 0.3], [0.4, 0.2, -0.2]],
  "multiplicity": 1,
  "energy_ev": -10465.54300,
  "de_lowest_kj_mol": 79.5,
  "smiles": "Cc1c[nH]cn1.CCC",
  "largest_force_ha_per_bohr": 0.0378,
  "lumo_ev": 0.876
}

---

(2)
{
  "formula": "N4",
  "method": "the ωB97M-V functional and the def2-TZVPD basis",
  "species": ["N", "N", "N", "N"],
  "coordinates": [[0.49551, -0.03038, -0.74531], [-0.80973, 0.06615, -0.64793], [0.69605, -0.33625, 0.81945], [-0.38184, 0.30047, 0.57379]],
  "atomic_forces_ev_per_a": [[0.2, -0.6, 0.4], [0.6, -0.7, -2.2], [-0.2, 0.2, -2.1], [-0.5, 1.2, 3.9]],
  "multiplicity": 1,
  "energy_ev": -5952.68091,
  "de_lowest_kj_mol": 913.1,
  "largest_force_ha_per_bohr": 0.0807,
  "lumo_ev": [-1.552, -1.553]
}

---

(3)
{
  "formula": "C43H29BaF3N3PSe4",
  "method": "the ωB97M-V functional and the def2-TZVPD basis",
  "species": ["Ba", "C", "C", "C", "C", "C", "C", "P", "C", "C", "C", "C", "C", "C", "C", "C", "C", "C", "C", "C", "C", "C", "C", "C", "H", "H", "H", "H", "H", "H", "H", "H", "H", "H", "H", "H", "H", "H", "H", "H", "Se", "Se", "Se", "Se", "N", "C", "C", "C", "C", "C", "C", "N", "C", "C", "C", "C", "N", "C", "C", "H", "H", "H", "H", "H", "H", "H", "H", "H", "F", "C", "F", "F", "C", "C", "C", "C", "C", "C", "C", "C", "H", "H", "H", "H"],
  "coordinates": [[2.71532, -0.62400, 0.57026], [-2.78398, 3.57774, 4.67258], [-1.45696, 3.88829, 5.02673], [-0.36560, 3.08628, 4.69452], [-0.63335, 1.95085, 3.89273], [-1.97206, 1.55805, 3.68434], [-3.05448, 2.35942, 4.04079], [0.61221, 0.83152, 3.31042], [2.11562, 1.84052, 3.26989], [3.28402, 1.38147, 3.91290], [4.40573, 2.26687, 3.91207], [4.28212, 3.54866, 3.40210], [3.14792, 3.93959, 2.65324], [2.08222, 3.08545, 2.54861], [0.90315, -0.28447, 4.65131], [0.77672, -0.07871, 6.01123], [0.89197, -1.09878, 6.92985], [1.21157, -2.38189, 6.52017], [1.42283, -2.66600, 5.18600], [1.63711, -3.97413, 4.66655], [1.60114, -4.14544, 3.33683], [1.51202, -3.07640, 2.39379], [1.33203, -1.83468, 2.85295], [1.24306, -1.58400, 4.22890], [-3.52304, 4.28351, 5.00375], [-1.27981, 4.82800, 5.54680], [0.64830, 3.35277, 4.97786], [-2.17003, 0.57104, 3.21101], [-4.09192, 2.04650, 3.92844], [3.34195, 0.34386, 4.32254], [5.40287, 1.89486, 4.24833], [5.06538, 4.27324, 3.50952], [3.18972, 4.90541, 2.21387], [1.16908, 3.39036, 2.10024], [0.59155, 0.91574, 6.43567], [0.74328, -0.92189, 7.97923], [1.37662, -3.15781, 7.27341], [1.71939, -4.84706, 5.32532], [1.65964, -5.15815, 2.93141], [1.53109, -3.30971, 1.32397], [4.50743, 2.64125, -1.33112], [5.49146, 0.59423, -0.84763], [6.07180, 0.23103, 1.47617], [6.28392, -2.05504, 1.56885], [-2.23803, 1.93901, -4.91939], [-3.50116, 2.01140, -5.55466], [-3.85982, 2.28527, -6.87403], [-5.16842, 1.97377, -7.20908], [-6.10322, 1.49953, -6.25798], [-5.72852, 1.15574, -4.96320], [-4.38761, 1.41877, -4.62345], [-3.73560, 1.13482, -3.43073], [-2.44071, 1.35696, -3.68439], [-1.35255, 1.06996, -2.78659], [-1.69106, 0.50647, -1.51596], [-0.63028, 0.23113, -0.63958], [0.63500, 0.58094, -0.90005], [0.89490, 1.10511, -2.10432], [-0.02466, 1.43173, -3.05236], [-1.31789, 1.97484, -5.35607], [-3.07354, 2.64645, -7.56262], [-5.49373, 2.02954, -8.25871], [-7.13591, 1.36758, -6.60254], [-6.34560, 0.58019, -4.26207], [-2.72104, 0.24890, -1.27243], [-0.79354, -0.20185, 0.35397], [1.97089, 1.30206, -2.28045], [0.30592, 2.06118, -3.89075], [-1.97977, -4.91479, -6.67339], [-1.06051, -3.87572, -6.60349], [-0.15504, -4.11511, -7.59763], [-1.70913, -2.69277, -6.89886], [-0.41488, -3.75611, -5.24369], [-1.09851, -3.23003, -4.12141], [-0.50823, -3.17540, -2.84060], [0.85536, -3.45793, -2.76982], [1.53642, -3.99879, -3.89580], [0.94348, -4.19539, -5.12418], [1.59524, -3.15705, -1.64652], [2.47317, -2.87116, -0.76464], [-2.12628, -2.85842, -4.22475], [-1.10490, -2.88859, -1.96791], [2.54820, -4.21084, -3.62446], [1.50255, -4.69971, -5.92179]],
  "atomic_forces_ev_per_a": [[0.9, 0.4, 1.0], [1.3, -0.4, 0.3], [-0.1, 0.4, -0.1], [-1.3, -0.2, -1.0], [-0.7, 0.7, 2.0], [-0.1, -0.4, -0.5], [0.3, 0.5, 0.7], [0.3, -0.3, -2.2], [0.4, 0.4, 0.2], [0.4, 0.8, -0.8], [0.0, -1.0, 0.2], [-0.6, -0.3, -0.5], [0.9, -0.8, 1.1], [0.6, -1.2, 1.6], [0.1, -1.1, 1.5], [-0.4, 1.7, 0.0], [0.4, -1.3, 0.1], [0.3, 0.2, 1.2], [-0.4, 0.7, -1.1], [-0.3, 0.0, 0.9], [0.3, -1.1, -1.7], [-0.2, -1.7, 0.6], [0.4, 2.3, -1.6], [0.0, -1.6, 0.7], [-0.5, 0.0, -0.1], [0.0, -0.1, 0.1], [-0.1, 0.0, -0.1], [0.3, 0.8, 0.2], [0.3, -0.1, -0.3], [0.0, 1.1, -0.3], [-1.0, 0.5, 0.0], [0.5, 0.0, -0.1], [-0.3, 0.6, -0.5], [-0.6, 0.1, -0.6], [-0.2, -0.2, -0.4], [0.0, 0.2, 0.3], [-0.2, 0.1, -0.2], [0.0, 0.5, -0.1], [0.1, 0.0, 0.2], [0.2, -0.1, 0.4], [-0.3, 0.1, 0.4], [0.3, -0.6, -0.5], [-0.3, 0.7, 0.2], [-0.3, -0.2, -0.2], [-0.6, -0.2, -0.2], [0.8, -1.0, 0.5], [0.6, -0.1, 0.2], [-0.3, 0.3, -0.4], [-0.1, -0.3, -0.2], [0.6, 0.1, -0.2], [0.0, 0.6, 0.3], [1.4, -0.4, -0.8], [-2.1, 0.6, -0.8], [-0.1, 0.1, 1.9], [1.3, -0.2, -0.9], [-0.5, 0.7, 0.1], [-0.7, -0.6, -0.8], [2.3, 0.1, 0.9], [-1.2, 0.1, -0.3], [-0.7, 0.1, 0.1], [-0.8, -0.3, 0.2], [0.1, 0.3, 0.6], [0.5, -0.2, 0.2], [0.0, 0.6, -0.3], [0.3, 0.1, -0.2], [-0.1, 0.1, -0.3], [-0.6, 0.2, 0.1], [-0.3, -0.7, 0.2], [0.6, 1.3, -0.2], [-0.1, 0.3, 0.6], [-0.9, 0.3, 0.6], [0.2, -1.4, -0.3], [0.9, -0.3, 0.0], [-0.1, -0.4, -0.1], [-0.6, 0.0, -1.7], [-0.8, -0.2, -1.2], [-0.5, 0.3, 0.6], [-0.9, 0.2, 0.7], [3.5, 0.9, 3.9], [-2.6, -1.2, -3.0], [0.4, -0.3, -0.1], [0.5, 0.1, -0.4], [0.6, -0.3, -0.6], [-0.5, 0.5, 0.2]],
  "multiplicity": 1,
  "energy_ev": -329053.20977,
  "de_lowest_kj_mol": 0.0,
  "total_charge": -2,
  "largest_force_ha_per_bohr": 0.1033,
  "lumo_ev": 2.976
}

---

(4)
{
  "formula": "CH4N2OS2",
  "method": "the ωB97M-V functional and the def2-TZVPD basis",
  "species": ["C", "H", "H", "H", "H", "N", "N", "O", "S", "S"],
  "coordinates": [[0.02703, 0.33360, 0.12681], [2.63611, 1.22733, -1.20860], [1.13671, -1.52545, 0.08680], [-0.97536, -1.42137, -0.21561], [-3.00540, -0.21958, 1.45080], [1.16966, -0.31463, -0.02157], [-1.08353, -0.34319, -0.11016], [-0.07433, 1.59284, 0.12346], [2.70672, 0.30186, -0.03458], [-2.53760, 0.36859, -0.19736]],
  "atomic_forces_ev_per_a": [[-0.5, 6.4, -1.3], [-0.1, -1.8, 1.9], [0.1, 4.9, -0.7], [-0.6, 2.7, 0.1], [0.5, 1.6, -3.5], [1.1, -6.7, 0.7], [-0.3, -5.6, -0.5], [1.3, -2.4, 0.8], [0.8, 2.3, -1.6], [-2.4, -1.3, 4.0]],
  "multiplicity": 1,
  "energy_ev": -27796.65001,
  "de_lowest_kj_mol": 314.0,
  "largest_force_ha_per_bohr": 0.1334,
  "lumo_ev": -0.362
}

---

(5)
{
  "formula": "C6H8F5NO",
  "method": "the ωB97M-V functional and the def2-TZVPD basis",
  "species": ["C", "C", "C", "C", "C", "C", "N", "O", "F", "F", "F", "F", "F", "H", "H", "H", "H", "H", "H", "H", "H"],
  "coordinates": [[2.32812, -0.24606, 0.50865], [2.86529, 1.44964, 0.67743], [1.17104, 2.23426, -0.87143], [0.71397, 2.23923, -2.29422], [0.13431, -1.61473, 2.18697], [0.02928, -0.54962, 1.10658], [1.10157, -0.41280, 0.17495], [2.32303, 2.13432, -0.42147], [3.17524, -0.51162, -0.57033], [2.84074, -0.87315, 1.58645], [4.13657, 1.62230, 0.53354], [2.43647, 1.96468, 1.79523], [0.14690, 2.39809, 0.03879], [-0.34352, 1.95176, -2.17832], [1.32325, 1.51511, -2.82380], [0.72487, 3.30599, -2.57655], [-0.74798, -1.64461, 2.69799], [0.44630, -2.59377, 1.71932], [0.85374, -1.27925, 2.96693], [-0.85601, -0.77298, 0.31425], [-0.38975, 0.38394, 1.59798]],
  "atomic_forces_ev_per_a": [[1.0, 1.4, -1.2], [-1.1, -3.1, 0.4], [-2.7, -1.8, 2.3], [-0.3, 0.5, 2.0], [3.1, -0.1, -1.3], [-3.1, 0.2, -1.9], [-0.8, 1.0, -0.5], [-0.1, 1.3, -2.0], [0.3, -0.3, 0.1], [0.6, 0.2, 0.6], [1.7, 0.4, 0.4], [-0.3, 0.8, 1.1], [1.9, 0.3, -1.4], [0.5, -0.1, -0.5], [0.0, 0.3, -0.5], [0.3, -0.5, -0.6], [-2.7, -0.6, 1.1], [-0.4, 0.9, 0.8], [-0.1, -0.5, -0.7], [1.4, 0.0, 2.2], [1.0, -0.4, -0.4]],
  "multiplicity": 1,
  "energy_ev": -23472.61675,
  "de_lowest_kj_mol": 0.0,
  "largest_force_ha_per_bohr": 0.0775,
  "lumo_ev": [-1.135, -1.134]
}

---

(6)
{
  "formula": "C5H11NO",
  "method": "the ωB97M-V functional and the def2-TZVPD basis",
  "species": ["C", "N", "C", "O", "H", "H", "H", "C", "C", "C", "H", "H", "H", "H", "H", "H", "H", "H"],
  "coordinates": [[-1.04635, -2.16132, 1.65052], [-0.39725, -0.87446, 1.67257], [0.76421, -0.58471, 1.52111], [1.86600, -0.20342, 1.38408], [-1.42344, -2.39367, 0.64868], [-1.88515, -2.13690, 2.34597], [-0.33530, -2.93440, 1.94796], [0.38543, 2.12567, -0.39942], [-0.39465, 0.88645, -0.85275], [0.50716, -0.00402, -1.71118], [1.32797, 1.88680, 0.11024], [-0.18723, 2.79090, 0.25550], [0.65272, 2.69062, -1.29830], [-0.85348, 0.33614, -0.02931], [-1.24619, 1.21166, -1.45873], [0.74947, 0.54251, -2.62848], [1.46203, -0.23503, -1.22010], [0.03392, -0.94941, -2.00020]],
  "atomic_forces_ev_per_a": [[-0.1, -0.3, 0.1], [0.8, 0.1, 0.2], [0.3, 0.0, 0.2], [-0.7, -0.2, 0.2], [0.0, 0.1, 0.1], [0.1, -0.1, -0.1], [-0.2, -0.1, 0.0], [0.0, 0.1, -0.1], [-0.1, 0.1, -0.2], [0.0, 0.0, -0.1], [-0.3, -0.1, -0.1], [0.0, -0.1, -0.1], [0.0, 0.1, 0.1], [0.3, 0.3, -0.2], [0.1, 0.1, -0.1], [0.1, -0.2, 0.0], [-0.3, 0.0, 0.0], [0.0, 0.2, 0.0]],
  "multiplicity": 1,
  "energy_ev": -8900.60845,
  "de_lowest_kj_mol": 105.1,
  "smiles": "CN=C=O.CCC",
  "largest_force_ha_per_bohr": 0.0161,
  "lumo_ev": 0.751
}

---

(7)
{
  "formula": "C11H13N2O5ReSSe",
  "method": "the ωB97M-V functional and the def2-TZVPD basis",
  "species": ["Re", "O", "C", "C", "N", "C", "C", "O", "O", "C", "C", "O", "O", "H", "H", "H", "H", "H", "H", "H", "H", "H", "S", "Se", "C", "C", "C", "N", "C", "C", "H", "H", "H", "H"],
  "coordinates": [[-0.29030, 1.02869, 0.41030], [-0.10586, -1.47367, -1.33312], [-1.03091, -2.29912, -0.65361], [-2.39307, -1.66669, -0.84933], [-2.53812, -0.44291, -0.05470], [-3.32114, 0.60374, -0.69714], [-3.18797, 1.90480, 0.08431], [-4.12750, 2.66308, 0.19950], [-2.00545, 2.12685, 0.59609], [-3.01163, -0.72258, 1.30293], [-1.90927, -0.78628, 2.35079], [-2.05541, -1.47803, 3.33969], [-0.88641, -0.01248, 2.13454], [0.76105, -1.52767, -0.90578], [-0.80077, -2.35431, 0.41741], [-1.01561, -3.31976, -1.05294], [-3.17856, -2.38544, -0.57855], [-2.51725, -1.42356, -1.90606], [-4.38827, 0.36271, -0.77886], [-2.91759, 0.76499, -1.70059], [-3.58956, -1.65076, 1.34474], [-3.67900, 0.08221, 1.62435], [0.48295, 2.03299, -1.33099], [1.80733, -0.15457, 1.12946], [3.35262, 0.56443, 0.26776], [4.42299, -0.30175, 0.05199], [5.59169, 0.17784, -0.51375], [5.78278, 1.44503, -0.88068], [4.75653, 2.26727, -0.65844], [3.54823, 1.89125, -0.09333], [4.34679, -1.34896, 0.31592], [6.41936, -0.50293, -0.68639], [4.90170, 3.30245, -0.94911], [2.77563, 2.63312, 0.05361]],
  "atomic_forces_ev_per_a": [[-0.4, 0.5, -0.2], [0.1, -0.2, -0.1], [0.0, 0.1, 0.1], [-0.1, 0.0, 0.1], [0.0, -0.1, -0.1], [0.0, -0.2, -0.1], [0.3, 0.3, 0.1], [-0.1, 0.0, -0.1], [-0.2, -0.2, 0.1], [-0.1, 0.0, -0.1], [0.4, 0.2, 0.1], [-0.1, -0.1, 0.0], [-0.1, -0.2, 0.0], [-0.1, 0.1, 0.1], [0.0, 0.0, 0.0], [-0.1, 0.0, 0.0], [0.0, 0.0, -0.1], [0.1, 0.0, 0.0], [0.0, 0.0, 0.0], [0.0, 0.1, 0.0], [0.0, 0.0, 0.0], [0.0, 0.0, 0.0], [0.0, -0.1, 0.0], [0.2, -0.1, 0.2], [0.1, -0.1, -0.1], [0.0, 0.0, 0.0], [0.0, 0.0, 0.0], [-0.1, 0.0, 0.1], [0.1, 0.0, 0.0], [-0.1, 0.1, 0.0], [0.0, 0.0, 0.0], [0.0, 0.0, 0.0], [0.0, 0.0, 0.0], [0.0, 0.0, 0.0]],
  "multiplicity": 4,
  "energy_ev": -103150.24685,
  "de_lowest_kj_mol": 25.5,
  "s_squared": 3.8914,
  "total_charge": -1,
  "largest_force_ha_per_bohr": 0.0139,
  "lumo_ev": [1.806, 2.541]
}

---

(8)
{
  "formula": "CH3NOSi",
  "method": "the ωB97M-V functional and the def2-TZVPD basis",
  "species": ["N", "C", "O", "Si", "H", "H", "H"],
  "coordinates": [[2.61763, 0.47625, -0.06740], [1.61133, -0.05270, 0.07540], [0.54771, -0.66895, 0.10710], [-0.99565, -0.00503, 0.00063], [-0.96992, 1.59930, 0.15217], [-1.30344, -0.42896, -1.29232], [-1.50766, -0.91991, 1.02441]],
  "atomic_forces_ev_per_a": [[1.0, 0.6, 0.2], [2.3, 1.0, -0.6], [-1.9, -1.3, 0.5], [0.4, 1.4, 1.3], [-0.1, -2.1, 0.0], [-0.9, -0.2, -1.6], [-0.8, 0.5, 0.2]],
  "multiplicity": 1,
  "energy_ev": -12499.66240,
  "de_lowest_kj_mol": 143.7,
  "smiles": "N#CO[SiH3]",
  "largest_force_ha_per_bohr": 0.0505,
  "lumo_ev": 0.155
}